Below is a cluster of 8 separate species, C56H58N10O17 in total, with properties calculated with ωB97M-V with the def2-TZVPD basis set.

Calculated values
Net charge: 0
Gap between HOMO and LUMO, eV: 8.3
SMILES: COCCCCCCCCC[C@](C#N)(CC#N)ON=O.O=[N+]([O-])c1ccccc1.O=[N+]([O-])c1ccccc1.O=[N+]([O-])c1ccccc1.O=[N+]([O-])c1ccccc1.O=[N+]([O-])c1ccccc1.O=[N+]([O-])c1ccccc1.O=[N+]([O-])c1ccccc1

Last columns: bonded neighbours and bond lengths (Å).
Geometry (Å):
1 C 1.681 -3.198 -1.973  O2 1.411, H21 1.088, H22 1.095, H23 1.097
2 O 0.743 -2.439 -2.705  C1 1.411, C3 1.411
3 C -0.025 -1.591 -1.878  O2 1.411, C4 1.526, H24 1.099, H25 1.093
4 C 0.630 -0.235 -1.637  C3 1.526, C5 1.533, H26 1.091, H27 1.092
5 C -0.244 0.621 -0.714  C4 1.533, C6 1.528, H28 1.095, H29 1.092
6 C 0.496 1.834 -0.155  C5 1.528, C7 1.543, H30 1.095, H31 1.093
7 C 1.404 1.569 1.065  C6 1.543, C8 1.536, H32 1.093, H33 1.094
8 C 0.819 0.640 2.139  C7 1.536, C9 1.536, H34 1.093, H35 1.091
9 C 1.076 -0.865 1.970  C8 1.536, C10 1.536, H36 1.094, H37 1.091
10 C 2.504 -1.261 1.565  C9 1.536, C11 1.533, H38 1.094, H39 1.092
11 C 3.594 -0.586 2.405  C10 1.533, C12 1.537, H40 1.092, H41 1.088
12 C 4.935 -0.373 1.686  C11 1.537, C13 1.482, C15 1.542, O18 1.438
13 C 4.765 0.075 0.284  C12 1.482, N14 1.144
14 N 4.679 0.329 -0.828  C13 1.144
15 C 5.819 -1.637 1.704  C12 1.542, C16 1.464, H42 1.090, H43 1.090
16 C 7.209 -1.317 1.373  C15 1.464, N17 1.144
17 N 8.281 -1.054 1.073  C16 1.144
18 O 5.669 0.611 2.434  C12 1.438, N19 1.480
19 N 5.518 1.975 1.878  O18 1.480, O20 1.147
20 O 5.040 2.668 2.657  N19 1.147
21 H 2.334 -3.689 -2.691  C1 1.088
22 H 1.197 -3.967 -1.362  C1 1.095
23 H 2.288 -2.557 -1.322  C1 1.097
24 H -0.245 -2.073 -0.915  C3 1.099
25 H -0.984 -1.429 -2.376  C3 1.093
26 H 0.696 0.263 -2.607  C4 1.091
27 H 1.628 -0.366 -1.212  C4 1.092
28 H -1.085 0.984 -1.314  C5 1.095
29 H -0.687 0.011 0.077  C5 1.092
30 H 1.135 2.228 -0.953  C6 1.095
31 H -0.207 2.635 0.086  C6 1.093
32 H 2.383 1.235 0.714  C7 1.093
33 H 1.574 2.542 1.536  C7 1.094
34 H 1.227 0.927 3.112  C8 1.093
35 H -0.254 0.827 2.206  C8 1.091
36 H 0.876 -1.332 2.938  C9 1.094
37 H 0.373 -1.327 1.276  C9 1.091
38 H 2.577 -2.343 1.704  C10 1.094
39 H 2.645 -1.089 0.496  C10 1.092
40 H 3.813 -1.226 3.263  C11 1.092
41 H 3.288 0.373 2.817  C11 1.088
42 H 5.449 -2.376 0.994  C15 1.090
43 H 5.804 -2.024 2.723  C15 1.090
44 C -2.409 3.970 6.772  C45 1.389, C49 1.389, H53 1.081
45 C -2.672 3.496 5.493  C44 1.389, C46 1.386, H54 1.081
46 C -2.094 2.313 5.059  C45 1.386, C47 1.383, H55 1.080
47 C -1.259 1.629 5.923  C46 1.383, C48 1.383, N50 1.472
48 C -0.973 2.090 7.196  C47 1.383, C49 1.386, H56 1.080
49 C -1.559 3.272 7.619  C44 1.389, C48 1.386, H57 1.081
50 N -0.659 0.362 5.475  C47 1.472, O51 1.216, O52 1.215
51 O -0.931 -0.029 4.357  N50 1.216
52 O 0.075 -0.223 6.246  N50 1.215
53 H -2.865 4.887 7.116  C44 1.081
54 H -3.332 4.041 4.834  C45 1.081
55 H -2.290 1.929 4.068  C46 1.080
56 H -0.311 1.532 7.842  C48 1.080
57 H -1.355 3.651 8.612  C49 1.081
58 C 10.759 -1.301 -0.879  C59 1.390, C63 1.389, H67 1.080
59 C 11.810 -0.951 -1.718  C58 1.390, C60 1.386, H68 1.082
60 C 12.908 -1.786 -1.853  C59 1.386, C61 1.382, H69 1.080
61 C 12.927 -2.968 -1.138  C60 1.382, C62 1.383, N64 1.473
62 C 11.896 -3.337 -0.294  C61 1.383, C63 1.386, H70 1.080
63 C 10.804 -2.492 -0.166  C58 1.389, C62 1.386, H71 1.079
64 N 14.083 -3.871 -1.287  C61 1.473, O65 1.215, O66 1.215
65 O 14.986 -3.516 -2.018  N64 1.215
66 O 14.066 -4.918 -0.671  N64 1.215
67 H 9.905 -0.648 -0.777  C58 1.080
68 H 11.774 -0.023 -2.273  C59 1.082
69 H 13.732 -1.526 -2.500  C60 1.080
70 H 11.946 -4.267 0.251  C62 1.080
71 H 9.990 -2.760 0.490  C63 1.079
72 C -7.906 0.090 4.842  C73 1.389, C77 1.389, H81 1.082
73 C -7.773 -0.015 3.464  C72 1.389, C74 1.385, H82 1.081
74 C -7.069 0.947 2.758  C73 1.385, C75 1.383, H83 1.080
75 C -6.510 2.001 3.459  C74 1.383, C76 1.383, N78 1.471
76 C -6.633 2.129 4.830  C75 1.383, C77 1.385, H84 1.080
77 C -7.341 1.160 5.523  C72 1.389, C76 1.385, H85 1.081
78 N -5.742 3.015 2.720  C75 1.471, O79 1.215, O80 1.215
79 O -5.646 2.890 1.514  N78 1.215
80 O -5.233 3.917 3.354  N78 1.215
81 H -8.452 -0.668 5.389  C72 1.082
82 H -8.214 -0.850 2.937  C73 1.081
83 H -6.955 0.879 1.687  C74 1.080
84 H -6.183 2.965 5.344  C76 1.080
85 H -7.446 1.239 6.596  C77 1.081
86 C 1.300 -7.073 -7.025  C87 1.389, C91 1.390, H95 1.080
87 C 1.300 -5.973 -6.177  C86 1.389, C88 1.386, H96 1.081
88 C 1.289 -6.152 -4.803  C87 1.386, C89 1.383, H97 1.080
89 C 1.280 -7.440 -4.300  C88 1.383, C90 1.382, N92 1.473
90 C 1.276 -8.552 -5.122  C89 1.382, C91 1.385, H98 1.080
91 C 1.287 -8.357 -6.493  C86 1.390, C90 1.385, H99 1.082
92 N 1.281 -7.635 -2.840  C89 1.473, O93 1.215, O94 1.214
93 O 1.274 -6.642 -2.140  N92 1.215
94 O 1.288 -8.775 -2.419  N92 1.214
95 H 1.315 -6.938 -8.096  C86 1.080
96 H 1.314 -4.971 -6.583  C87 1.081
97 H 1.284 -5.303 -4.135  C88 1.080
98 H 1.266 -9.545 -4.698  C90 1.080
99 H 1.287 -9.215 -7.152  C91 1.082
100 C -2.900 -2.350 -11.178  C101 1.389, C105 1.389, H109 1.082
101 C -2.101 -1.433 -10.509  C100 1.389, C102 1.385, H110 1.081
102 C -1.001 -1.866 -9.786  C101 1.385, C103 1.382, H111 1.080
103 C -0.725 -3.220 -9.754  C102 1.382, C104 1.383, N106 1.472
104 C -1.508 -4.152 -10.409  C103 1.383, C105 1.385, H112 1.079
105 C -2.606 -3.707 -11.126  C100 1.389, C104 1.385, H113 1.081
106 N 0.451 -3.684 -9.000  C103 1.472, O107 1.213, O108 1.217
107 O 1.112 -2.854 -8.412  N106 1.213
108 O 0.693 -4.876 -9.002  N106 1.217
109 H -3.757 -2.007 -11.744  C100 1.082
110 H -2.334 -0.378 -10.549  C101 1.081
111 H -0.370 -1.167 -9.258  C102 1.080
112 H -1.264 -5.203 -10.358  C104 1.079
113 H -3.232 -4.419 -11.645  C105 1.081
114 C -6.645 3.160 -2.652  C115 1.389, C119 1.389, H123 1.082
115 C -6.889 2.747 -3.955  C114 1.389, C116 1.386, H124 1.082
116 C -6.389 1.535 -4.406  C115 1.386, C117 1.382, H125 1.080
117 C -5.652 0.759 -3.531  C116 1.382, C118 1.383, N120 1.475
118 C -5.393 1.152 -2.231  C117 1.383, C119 1.386, H126 1.080
119 C -5.896 2.367 -1.791  C114 1.389, C118 1.386, H127 1.080
120 N -5.130 -0.539 -4.000  C117 1.475, O121 1.215, O122 1.214
121 O -5.354 -0.853 -5.151  N120 1.215
122 O -4.510 -1.216 -3.205  N120 1.214
123 H -7.040 4.105 -2.303  C114 1.082
124 H -7.470 3.367 -4.623  C115 1.082
125 H -6.568 1.198 -5.415  C116 1.080
126 H -4.809 0.522 -1.577  C118 1.080
127 H -5.707 2.691 -0.779  C119 1.080
128 C -6.075 10.041 7.453  C129 1.389, C133 1.389, H137 1.082
129 C -6.473 8.731 7.685  C128 1.389, C130 1.385, H138 1.081
130 C -5.552 7.789 8.114  C129 1.385, C131 1.383, H139 1.080
131 C -4.241 8.187 8.304  C130 1.383, C132 1.383, N134 1.473
132 C -3.820 9.484 8.075  C131 1.383, C133 1.385, H140 1.080
133 C -4.751 10.415 7.644  C128 1.389, C132 1.385, H141 1.081
134 N -3.259 7.196 8.774  C131 1.473, O135 1.218, O136 1.212
135 O -3.645 6.053 8.945  N134 1.218
136 O -2.121 7.569 8.960  N134 1.212
137 H -6.799 10.773 7.122  C128 1.082
138 H -7.504 8.441 7.535  C129 1.081
139 H -5.844 6.767 8.300  C130 1.080
140 H -2.787 9.758 8.231  C132 1.080
141 H -4.443 11.435 7.460  C133 1.081